# 1
{"formula": "C4H15N2S", "method": "ωB97M-V/def2-TZVPD", "relative_energy_ev": 0.5431, "fmax_ev_per_a": 0.41, "lumo_energy_ev": -3.2, "total_charge": 1, "gap_ha": 0.3570, "species": ["C", "N", "C", "N", "H", "H", "H", "H", "H", "H", "H", "H", "H", "C", "S", "C", "H", "H", "H", "H", "H", "H"], "xyz": [[-1.83482, 0.69330, -0.92911], [-2.39606, 0.82065, -2.25794], [-0.71174, 1.70201, -0.80839], [-0.07623, 1.61567, 0.55224], [-1.47030, -0.31188, -0.66931], [-2.60842, 0.93753, -0.20422], [-1.76119, 0.45158, -2.95674], [-3.24936, 0.28206, -2.34176], [-1.07652, 2.71647, -0.95955], [0.06818, 1.51969, -1.54493], [0.42392, 2.46623, 0.80780], [-0.78950, 1.46758, 1.27008], [0.61900, 0.81750, 0.63138], [1.20456, -1.94162, -0.22591], [2.16366, -0.67368, 0.64549], [2.10677, -1.39314, 2.29106], [1.08461, -1.61389, -1.25298], [0.23305, -2.05545, 0.24527], [1.75309, -2.87482, -0.19224], [2.61144, -0.72634, 2.98211], [1.08149, -1.55042, 2.61422], [2.62437, -2.34901, 2.30342]], "forces_ev_per_angstrom": [[0.01, -0.08, -0.05], [0.02, -0.23, -0.06], [0.16, 0.17, 0.02], [-0.13, -0.07, 0.25], [0.09, 0.00, -0.04], [-0.16, 0.07, 0.11], [0.01, 0.05, -0.03], [-0.06, 0.12, 0.02], [-0.07, -0.06, 0.07], [0.10, -0.04, 0.03], [0.04, 0.05, -0.12], [0.01, 0.06, -0.06], [0.03, 0.03, -0.09], [0.18, 0.32, 0.18], [-0.13, -0.06, -0.15], [0.01, -0.12, 0.17], [0.01, -0.07, -0.14], [-0.11, -0.11, 0.00], [0.00, -0.17, -0.09], [0.03, 0.11, 0.03], [-0.09, 0.05, 0.05], [0.07, -0.02, -0.09]], "nbo_charge": [-0.237, -0.815, -0.226, -0.715, 0.171, 0.202, 0.364, 0.383, 0.239, 0.220, 0.438, 0.427, 0.426, -0.736, 0.208, -0.744, 0.234, 0.213, 0.243, 0.246, 0.218, 0.240]}

# 2
{"formula": "C4H15N3O", "method": "ωB97M-V/def2-TZVPD", "relative_energy_ev": 1.2978, "fmax_ev_per_a": 2.21, "lumo_energy_ev": [3.6, 3.4], "total_charge": -1, "spin_multiplicity": 2, "gap_ha": [0.0935, 0.3208], "species": ["C", "N", "C", "C", "N", "C", "N", "H", "H", "H", "H", "H", "H", "H", "H", "H", "H", "H", "H", "H", "H", "H", "O"], "xyz": [[-1.66581, 0.51331, -0.93189], [-0.84942, -0.45670, -1.66155], [0.60052, -0.60463, -1.47820], [1.21794, -1.62501, -0.54565], [1.04510, -1.44804, 0.92555], [-2.03977, 0.19632, 0.54938], [-1.46880, 1.26125, 1.43577], [-2.63382, 0.48525, -1.42737], [-1.25613, 1.52647, -0.88274], [-1.39842, -1.30042, -1.72093], [1.00180, 0.38959, -1.34063], [1.01184, -0.71774, -2.51034], [0.78982, -2.60664, -0.78389], [2.30876, -1.59219, -0.70887], [1.84426, -0.86922, 1.16637], [0.24543, -1.04648, 1.36810], [-1.64857, -0.75038, 0.94858], [-3.11939, 0.25024, 0.69102], [-0.61572, 0.98220, 1.90825], [-2.13731, 1.40409, 2.18866], [3.59289, 2.12554, 1.46309], [2.18835, 2.17569, 0.51111], [2.98646, 1.70749, 0.83616]], "forces_ev_per_angstrom": [[-0.15, -1.07, 0.90], [-0.19, 0.38, 0.43], [-0.15, 0.96, -1.69], [-1.27, 0.08, 0.96], [2.12, -0.26, -0.55], [1.41, 0.95, 0.98], [-0.95, -0.06, 0.26], [-0.03, 0.48, -0.50], [0.07, -0.25, -0.48], [0.51, -0.38, -0.10], [-0.03, 0.45, 0.93], [-0.11, -0.84, 0.44], [0.39, -0.06, -0.28], [-0.48, -0.34, -0.04], [-0.28, 0.19, 0.60], [-0.67, 0.26, -0.65], [-0.50, -0.26, -0.79], [-0.03, -0.25, -0.13], [0.25, -0.01, -0.31], [0.16, 0.20, 0.02], [-0.54, 0.97, 0.09], [0.63, 0.68, 0.80], [-0.16, -1.82, -0.88]], "lowdin_spin": [0.022, 0.002, 0.048, 0.026, 0.031, 0.026, 0.045, 0.001, 0.018, 0.000, 0.041, 0.007, 0.001, 0.017, 0.042, 0.012, 0.004, 0.004, 0.055, 0.014, 0.101, 0.113, 0.370]}

# 3
{"formula": "C4H15N3O", "method": "ωB97M-V/def2-TZVPD", "relative_energy_ev": 1.7232, "fmax_ev_per_a": 2.30, "lumo_energy_ev": 0.9, "gap_ha": 0.3412, "species": ["C", "N", "C", "O", "H", "H", "H", "H", "H", "H", "C", "N", "C", "N", "H", "H", "H", "H", "H", "H", "H", "H", "H"], "xyz": [[-2.17891, 0.86205, -1.74606], [-0.75072, 0.60621, -1.75559], [-0.37115, -0.73817, -2.26886], [0.93975, -1.10477, -2.05537], [-2.61233, 0.90954, -2.74440], [-2.30165, 1.83004, -1.26269], [-2.72520, 0.16570, -1.11783], [-0.25257, 1.34024, -2.24306], [-0.61482, -0.67934, -3.34411], [-1.03548, -1.48269, -1.80457], [0.39617, 0.09701, 2.21608], [0.47547, -0.49272, 3.55035], [1.48586, -0.43197, 1.31479], [1.49971, 0.21686, -0.00709], [0.49819, 1.18350, 2.32023], [-0.62007, 0.03896, 1.80210], [-0.05124, 0.07429, 4.18981], [0.13738, -1.44206, 3.56194], [1.32644, -1.49645, 1.10786], [2.44668, -0.33760, 1.81593], [1.41447, -0.55184, -1.12990], [0.56979, 0.64110, -0.26393], [2.32423, 0.79210, -0.13563]], "forces_ev_per_angstrom": [[0.44, 0.74, 0.22], [0.39, -0.72, 1.12], [-0.15, 0.37, -0.36], [0.90, 1.04, 0.71], [-0.27, -0.15, -0.15], [-0.28, 0.19, -0.15], [0.10, -0.38, -0.10], [-0.07, -0.15, -0.29], [0.26, -0.61, -0.10], [-0.31, 0.31, 0.03], [-0.50, 0.75, 0.52], [0.48, 0.21, -0.37], [-0.38, -0.58, -0.65], [-0.03, 0.41, 0.30], [0.44, -0.04, 0.12], [0.17, -0.53, -0.48], [-0.21, -0.12, 0.33], [-0.18, -0.07, 0.07], [0.01, -0.05, 0.34], [0.02, 0.09, -0.04], [-1.40, -1.22, -1.36], [1.07, 0.06, 0.24], [-0.52, 0.46, 0.06]], "nbo_charge": [-0.412, -0.685, 0.119, -0.817, 0.170, 0.196, 0.196, 0.359, 0.120, 0.128, -0.229, -0.837, -0.226, -0.853, 0.184, 0.170, 0.362, 0.357, 0.191, 0.206, 0.475, 0.434, 0.390]}

# 4
{"formula": "C4H15N3O", "method": "ωB97M-V/def2-TZVPD", "relative_energy_ev": 0.9921, "fmax_ev_per_a": 1.16, "lumo_energy_ev": 0.8, "smiles": "NCCCNCN.O", "gap_ha": 0.3660, "species": ["N", "C", "C", "C", "N", "C", "N", "H", "H", "H", "H", "H", "H", "H", "H", "H", "H", "H", "H", "H", "O", "H", "H"], "xyz": [[-0.93148, -0.21155, -2.52391], [0.44541, 0.02128, -2.07126], [0.60246, 1.19550, -1.08637], [-0.36346, 1.25355, 0.09097], [-0.16339, 0.08312, 0.95235], [-1.36978, -0.70014, 1.26439], [-1.14764, -1.60425, 2.38296], [-1.37046, 0.57647, -2.98603], [-1.45712, -0.37699, -1.67438], [0.81978, -0.94270, -1.71921], [1.07170, 0.18516, -2.94696], [1.61110, 1.21760, -0.66911], [0.52548, 2.04836, -1.76690], [-1.41764, 1.24718, -0.23059], [-0.28151, 2.19876, 0.62471], [0.46405, -0.58088, 0.53147], [-2.23545, -0.09036, 1.51480], [-1.63968, -1.30845, 0.39400], [-1.37794, -1.16008, 3.26057], [-0.16502, -1.85241, 2.47697], [2.75503, -0.58415, 1.04431], [3.51980, -0.60412, 1.62061], [2.10577, -0.01088, 1.51664]], "forces_ev_per_angstrom": [[0.16, -0.30, 0.45], [-0.22, -0.31, -0.23], [0.25, 0.14, -0.64], [-0.71, -0.66, -0.64], [-0.47, 0.38, 0.72], [0.50, -0.41, 0.31], [0.06, -0.16, 0.24], [0.30, 0.16, 0.05], [-0.42, -0.13, -0.23], [-0.11, 0.06, 0.47], [0.04, 0.34, -0.05], [0.16, -0.08, -0.15], [-0.18, 0.46, 0.55], [0.20, 0.04, -0.32], [0.40, -0.02, 0.26], [0.32, 0.05, -0.38], [0.17, 0.36, -0.12], [-0.15, -0.03, -0.07], [-0.08, 0.16, 0.01], [-0.18, -0.05, -0.31], [-0.77, 0.63, 0.43], [0.23, -0.05, 0.08], [0.51, -0.57, -0.43]], "nbo_charge": [-0.828, -0.225, -0.441, -0.223, -0.676, -0.046, -0.833, 0.351, 0.341, 0.189, 0.196, 0.218, 0.206, 0.169, 0.194, 0.366, 0.182, 0.149, 0.355, 0.358, -0.960, 0.472, 0.484]}